Entry 1:
C6H11IN | ωB97M-V with the def2-TZVPD basis set

Its net charge is +1. As for the spin multiplicity: 3. Its HOMO energy (spin up / spin down) is -10.77 / -12.06 eV. The relative energy (zero: lowest compared OMol25 entry of this formula, charge and spin) is 47.0 kcal/mol. As for the expectation value of S²: 2.041. For the molar mass, the calculation gives 224.06 g/mol.

XYZ file:
```
19
Properties=species:S:1:pos:R:3:forces:R:3
C -1.175854 -0.935008 -1.162902 0.5712 0.7087 -1.9141
C -0.278024 -1.405565 -2.166623 -2.1864 -0.4746 3.0434
C -1.481727 0.589579 0.555103 -4.1071 -2.5647 -3.8748
C -0.382437 1.103311 1.021446 1.6581 2.0229 4.5688
C 0.981428 0.701263 0.572321 -2.1655 3.4995 -0.9694
C -0.515987 1.992629 2.268750 1.2173 2.6878 -1.8866
N 0.255484 -2.573396 -1.810434 1.2740 0.2309 -0.5078
I -3.516411 0.735274 0.669956 1.3685 0.2399 0.5346
H -2.066692 -0.500152 -1.569034 -0.2888 0.4044 0.1955
H -1.234020 -1.565042 -0.292459 -0.4009 -0.3249 -0.1078
H -0.141871 -1.101350 -3.175277 -0.1900 0.5428 -0.5510
H 1.499290 1.668829 0.826890 0.4519 -1.1630 -1.1090
H 0.789662 0.393389 -0.468188 1.2020 0.0258 0.4338
H 1.314844 0.001635 1.249128 1.0962 -2.0274 1.2731
H 0.299076 2.738106 2.161775 0.2812 -0.6326 0.5650
H -0.371593 1.452548 3.194009 -0.2955 -0.1633 0.2107
H -1.319378 2.776486 2.237921 -0.2137 -1.6481 0.2483
H 0.253445 -2.792307 -0.833731 -0.0335 -0.7392 -0.0670
H 0.556543 -3.198255 -2.518104 0.7611 -0.6249 -0.0856
```
Positions in Å, forces in eV/Å.

---

Entry 2:
C6H11N | ωB97M-V with the def2-TZVPD basis set

Its net charge is 0. Its HOMO energy is -10.43 eV. The relative energy (zero: lowest compared OMol25 entry of this formula, charge and spin) is 60.4 kcal/mol. For the molar mass, the calculation gives 97.16 g/mol.

XYZ file:
```
18
Properties=species:S:1:pos:R:3:forces:R:3
C -0.072137 2.094923 0.368878 0.0223 0.0406 -0.1458
C 0.281901 0.768038 1.020824 0.1559 -0.0775 -0.3592
C -0.006365 -0.482752 0.127817 0.2134 -0.0285 -0.7816
C 0.303345 -1.749975 0.963851 0.1467 -0.0152 -0.3689
C 0.408755 -0.522443 -1.838791 0.0632 0.0412 1.0635
C -1.375092 -0.487610 -0.365701 -0.8667 -0.0225 -0.5855
N -2.269911 -0.501488 -1.101662 -0.0092 0.0325 1.2145
H 0.451186 2.174602 -0.586661 -0.0749 0.1708 0.0253
H 0.216405 2.946392 0.994568 -0.0198 -0.1912 -0.0802
H -1.150008 2.164460 0.183428 0.1839 -0.0095 -0.0319
H -0.276027 0.684950 1.976167 0.0637 -0.3224 -0.5573
H 1.335491 0.750245 1.323762 -0.0697 -0.0527 -0.2451
H -0.181907 -1.722945 1.957838 0.0211 0.2890 -0.5344
H -0.040891 -2.664168 0.476185 0.1291 0.0992 -0.0838
H 1.376091 -1.826873 1.158962 -0.0749 0.0165 -0.1746
H -0.114705 -1.460158 -2.013226 -0.2137 0.3546 -0.0532
H -0.156790 0.371005 -2.096598 -0.1772 -0.4049 0.0017
H 1.270659 -0.536202 -2.549642 0.5070 0.0799 1.6963
```
Positions in Å, forces in eV/Å.

---

Entry 3:
C6H11N | ωB97M-V with the def2-TZVPD basis set

Its net charge is 0. Its HOMO energy is -8.95 eV. The relative energy (zero: lowest compared OMol25 entry of this formula, charge and spin) is 34.7 kcal/mol. Its SMILES is C=N[C@@]1(C)C[C@@H]1C. For the molar mass, the calculation gives 97.16 g/mol.

XYZ file:
```
18
Properties=species:S:1:pos:R:3:forces:R:3
C -0.151418 -1.335292 -2.149180 -0.1739 0.2271 -0.4812
N 0.261058 -1.562523 -0.991397 0.4167 -0.5835 0.1025
C 0.189314 -0.594318 0.052542 -0.1730 0.3708 0.3916
C -0.728435 -1.102786 1.147802 0.2763 0.2757 -0.1015
C 1.458655 0.111264 0.431574 0.1122 -0.1373 -0.0939
C 0.336223 0.882418 -0.213738 -0.1130 0.0425 -0.0942
C -0.441146 1.922238 0.548603 -0.0604 -0.0295 -0.0003
H -0.069020 -2.131705 -2.878566 -0.0414 -0.1010 -0.1634
H -0.592848 -0.393885 -2.499867 0.0573 0.0579 0.1924
H -1.769110 -0.965852 0.870047 -0.2082 -0.0019 -0.0315
H -0.547409 -2.163523 1.289996 0.0354 -0.1270 0.0607
H -0.542395 -0.586536 2.085013 -0.0530 0.0421 0.1019
H 2.346362 -0.085302 -0.153078 -0.0091 -0.0428 -0.0982
H 1.653091 0.267050 1.482715 -0.0656 0.0274 0.1284
H 0.512546 1.161225 -1.246246 0.0400 -0.1162 -0.0488
H -1.478601 1.963879 0.203907 0.0567 0.0544 0.0651
H 0.006880 2.907558 0.402849 -0.0474 -0.0088 0.0650
H -0.443748 1.706090 1.617024 -0.0496 0.0500 0.0051
```
Positions in Å, forces in eV/Å.

---

Entry 4:
C6H11N | ωB97M-V with the def2-TZVPD basis set

Its net charge is 0. Its HOMO energy is -9.11 eV. The relative energy (zero: lowest compared OMol25 entry of this formula, charge and spin) is 101.8 kcal/mol. For the molar mass, the calculation gives 97.16 g/mol.

XYZ file:
```
18
Properties=species:S:1:pos:R:3:forces:R:3
C 1.769854 -0.492559 0.235688 -0.1798 -0.4589 -1.2346
C 0.595560 0.397959 0.372321 -0.1137 -0.1827 -0.1838
C 0.685145 1.599777 -0.567839 -0.1763 0.0179 -0.0224
C -0.497906 -0.675513 0.069973 -0.2923 0.1206 0.2824
C -1.801898 -0.537588 0.808379 -0.3112 0.1287 0.1177
C -0.659371 -0.730244 -1.412537 -1.5718 0.1097 -0.1310
N -1.418005 -0.709219 -2.297009 1.0964 -0.0817 0.0965
H 1.000808 -0.929022 -1.378201 1.9076 -0.1568 2.1505
H 1.912149 -1.101022 1.160797 -0.2239 -0.3779 -1.3031
H 2.704691 -0.230376 -0.218489 0.2777 0.6861 0.0132
H 0.367859 0.733742 1.396837 0.3985 -0.1492 -0.0981
H 1.238214 2.421249 -0.096382 -0.1512 -0.2084 -0.0365
H -0.300094 1.965928 -0.866497 0.0668 0.0528 0.0423
H 1.232592 1.316779 -1.477330 -0.2149 0.0283 0.1373
H -0.060212 -1.659307 0.290998 -0.2150 0.2929 0.1536
H -2.487179 -1.334234 0.515652 -0.0523 0.1427 0.0400
H -1.598464 -0.632305 1.879353 -0.1049 0.0638 -0.0758
H -2.259354 0.432024 0.614094 -0.1396 -0.0280 0.0518
```
Positions in Å, forces in eV/Å.